{"formula": "C5H12O2", "method": "ωB97M-V with the def2-TZVPD basis set", "smiles": "C1CCOC1.CO", "relative_energy_kcal_mol": 35.5, "multiplicity": 1, "charge": 0, "gap_ev": 10.67, "symbols": ["O", "O", "C", "C", "C", "C", "C", "H", "H", "H", "H", "H", "H", "H", "H", "H", "H", "H", "H"], "xyz": [[-1.0289, 2.3706, 0.9205], [0.1195, -2.5837, -0.0445], [-0.1694, 0.8784, -0.7044], [-1.2673, 1.9237, -0.3990], [-0.6085, 1.2187, 1.6254], [1.3425, -2.5793, -0.7543], [0.3937, 0.5349, 0.6933], [1.6790, -1.5618, -1.0043], [-1.4707, 0.5559, 1.8150], [-2.2669, 1.4604, -0.4612], [-0.5954, 0.0017, -1.2105], [1.3860, 0.9769, 0.8243], [2.0901, -3.0342, -0.0998], [-0.1895, 1.5339, 2.5840], [-0.5187, -2.0645, -0.5498], [-1.2462, 2.7933, -1.0625], [0.6045, 1.2854, -1.3629], [1.2850, -3.1692, -1.6795], [0.4613, -0.5412, 0.8701]], "forces_ev_per_a": [[-0.062, 0.083, 0.035], [-0.270, 0.051, -0.139], [0.017, -0.016, -0.095], [-0.087, -0.020, -0.320], [0.107, -0.186, 0.186], [0.354, -0.047, -0.133], [0.047, 0.011, 0.048], [-0.085, -0.163, 0.066], [0.107, 0.100, -0.005], [0.167, 0.081, 0.011], [0.055, 0.191, 0.083], [-0.136, -0.048, -0.008], [-0.092, 0.056, -0.116], [-0.056, -0.036, -0.138], [0.067, -0.181, 0.122], [-0.002, -0.152, 0.115], [-0.137, -0.057, 0.124], [-0.003, 0.096, 0.140], [0.010, 0.236, 0.024]]}

{"formula": "C4H9N2", "method": "ωB97M-V with the def2-TZVPD basis set", "relative_energy_kcal_mol": 24.9, "multiplicity": 3, "charge": 1, "gap_ev": [9.14, 8.58], "symbols": ["N", "N", "C", "C", "C", "C", "H", "H", "H", "H", "H", "H", "H", "H", "H"], "xyz": [[0.4581, 0.5969, -0.4360], [-1.4170, -0.6992, -0.2434], [2.1383, -0.8423, 0.2565], [1.8792, 0.5750, -0.1135], [-0.1928, -0.5530, -0.5420], [-2.4007, 0.1707, 0.2839], [3.0328, -1.4275, 0.0546], [-0.0118, 1.5432, -0.4924], [-2.4513, 1.1482, -0.4141], [-3.4200, -0.2817, 0.3951], [-1.7033, -1.5146, -0.7323], [-1.9748, 0.4409, 1.2033], [1.5200, -1.3204, 1.0268], [2.0147, 1.3421, 0.6458], [2.5287, 0.8215, -0.8925]], "forces_ev_per_a": [[-0.866, 0.287, -0.542], [-0.229, -2.828, -2.113], [0.940, -0.588, 1.471], [-0.030, -1.278, 1.097], [0.673, 3.743, 0.726], [-1.291, 2.936, -1.488], [-0.044, 0.631, -0.307], [0.369, -1.644, -0.163], [-0.193, -2.143, 1.579], [1.262, 0.245, -0.223], [-1.228, -1.050, -0.152], [-0.157, 0.886, 1.638], [-0.035, 0.291, -0.319], [0.205, -0.174, 0.499], [0.625, 0.687, -1.703]]}

{"formula": "C31H46BrN3OP2Pb", "method": "ωB97M-V with the def2-TZVPD basis set", "relative_energy_kcal_mol": 24.9, "multiplicity": 1, "charge": 4, "gap_ev": [5.58, 4.99], "symbols": ["Pb", "Br", "P", "P", "O", "N", "N", "N", "C", "C", "C", "C", "C", "C", "C", "C", "C", "C", "C", "C", "C", "C", "C", "C", "C", "C", "C", "C", "C", "C", "C", "C", "C", "C", "C", "C", "C", "C", "C", "H", "H", "H", "H", "H", "H", "H", "H", "H", "H", "H", "H", "H", "H", "H", "H", "H", "H", "H", "H", "H", "H", "H", "H", "H", "H", "H", "H", "H", "H", "H", "H", "H", "H", "H", "H", "H", "H", "H", "H", "H", "H", "H", "H", "H", "H"], "xyz": [[0.0000, 0.0000, 0.0000], [-0.3381, -0.4217, 2.4869], [-4.5179, -3.9239, 2.1891], [-1.5125, 1.7695, 0.1294], [3.3189, 3.0549, 3.3607], [5.3004, 2.1354, 3.7450], [2.0144, 0.1517, 0.6843], [2.3782, 2.0469, -11.1102], [1.3624, 2.6235, -10.4404], [-0.9788, 3.0344, -1.1256], [-1.3628, 4.0878, 1.9128], [-1.4673, 2.5606, 1.8118], [0.2713, 0.3320, -1.9596], [-6.8065, -2.5389, 1.1381], [4.1089, 2.1601, 3.0942], [1.9175, 1.4976, -6.8528], [0.8253, 1.0134, -6.2022], [-3.4886, -2.6173, 3.0720], [-0.6050, 0.5000, -4.2420], [2.0418, 1.7068, -8.2944], [-3.9271, 1.8744, -1.5239], [-5.3395, -2.8867, 0.8546], [2.8665, -0.8372, 0.2969], [0.6767, 0.7929, -4.7661], [3.2272, 1.3017, -10.3833], [-3.1694, -4.6772, 1.1184], [1.1506, 2.4911, -9.0659], [-0.8038, 0.2762, -2.8743], [1.5538, 0.6273, -2.4833], [4.1700, -0.8741, 0.7775], [-3.4862, -6.1071, 0.6613], [4.5955, 0.0983, 1.6789], [-3.1675, -2.9569, 4.5345], [3.7160, 1.1208, 2.0904], [3.1070, 1.1038, -9.0031], [1.7541, 0.8530, -3.8479], [-3.2922, 1.3629, -0.2244], [2.4129, 1.1256, 1.5511], [0.4828, 3.4975, -1.1615], [2.8087, 1.7652, -6.2711], [-0.5901, 2.0924, 2.2922], [-0.3787, 4.4389, 1.5595], [-3.3668, 0.2628, -0.1419], [-4.7457, -1.9665, 0.6853], [5.6075, 0.0227, 2.0430], [-4.7613, 1.2119, -1.8154], [-1.3122, 2.6150, -2.0925], [-0.0595, 0.7473, -6.7960], [-2.5600, -6.6631, 0.4296], [0.6722, 3.2316, -11.0418], [-3.0690, -4.0142, 0.2384], [0.6524, 4.4033, -0.5580], [-2.2020, -4.6408, 1.6577], [-4.3430, 2.8882, -1.3947], [4.0547, 0.8330, -10.9340], [4.8418, -1.6639, 0.4680], [-3.2137, 1.9038, -2.3630], [1.7008, 1.8805, 1.8554], [-2.1443, 4.6105, 1.3378], [-2.3636, 2.1802, 2.3376], [-5.2702, -3.4872, -0.0729], [5.5211, 2.8628, 4.4412], [-2.9488, -2.0415, 5.1138], [-7.3361, -2.2757, 0.2049], [-1.6433, 3.8970, -0.9359], [-1.4581, 0.4468, -4.9302], [1.1337, 2.7006, -0.7592], [-1.8147, 0.0513, -2.5142], [-6.8935, -1.6760, 1.8211], [-3.8465, 1.7539, 0.6472], [-4.0244, -6.6741, 1.4423], [-7.3363, -3.3898, 1.6023], [3.8365, 0.4821, -8.4716], [0.8164, 3.7050, -2.1927], [2.7637, 1.0801, -4.2080], [6.0040, 1.4032, 3.5933], [-4.1194, -6.1032, -0.2434], [-2.2879, -3.6212, 4.5995], [2.5288, -1.6120, -0.3769], [-1.4602, 4.3954, 2.9693], [-4.0077, -3.4728, 5.0305], [2.4154, 0.6819, -1.8073], [-3.9933, -1.6341, 2.9909], [0.2975, 2.9955, -8.6014], [-2.5447, -2.5357, 2.5006]], "forces_ev_per_a": [[0.666, -2.352, 2.346], [-0.504, -1.429, 0.178], [2.703, 2.813, -2.446], [-2.733, 5.364, 0.576], [-0.496, -0.518, -0.722], [0.689, -1.188, -0.571], [2.280, 0.664, 0.464], [-0.733, -0.610, 5.466], [-0.837, 1.038, -2.164], [-0.967, 0.192, -0.266], [0.013, 0.322, -0.298], [0.243, -0.340, 0.210], [0.941, -0.641, -5.166], [-0.466, 0.251, 0.160], [0.030, 1.955, 1.656], [-0.742, -0.282, 1.717], [0.526, 0.466, -1.559], [-0.454, 0.086, 0.820], [0.172, 0.146, 0.086], [0.014, -0.012, -1.805], [-0.111, 0.145, -0.381], [-1.116, -0.695, -0.224], [0.772, 0.655, 0.801], [0.069, -0.139, 1.336], [1.398, -0.578, -1.885], [0.183, -1.014, 0.478], [0.669, -0.679, 0.355], [0.154, -0.264, 0.071], [0.024, -0.321, 0.224], [-0.515, 0.122, -0.065], [-0.153, -0.550, -0.237], [-0.836, 0.229, -0.173], [0.193, -0.143, 0.506], [0.171, -1.090, -0.698], [-0.669, 0.597, 0.149], [-0.398, 0.160, -0.021], [-0.077, -0.535, 0.437], [1.335, -0.861, 0.039], [0.342, -0.272, 0.339], [-0.237, -0.157, -0.272], [-0.535, 0.439, 0.049], [-0.411, -0.109, 0.147], [-0.049, 0.326, -0.107], [0.085, -0.557, 0.470], [0.091, 0.157, 0.136], [0.378, 0.325, 0.169], [0.317, 0.302, 0.438], [0.337, 0.126, 0.163], [-0.470, 0.312, 0.059], [0.223, -0.200, 0.244], [-0.293, 0.010, 0.510], [-0.137, -0.411, -0.222], [-0.676, -0.058, 0.058], [0.277, -0.435, -0.056], [-0.267, 0.141, 0.233], [-0.084, -0.007, -0.025], [-0.389, -0.046, 0.263], [0.045, 0.081, 0.017], [0.241, -0.192, 0.257], [0.440, 0.087, -0.153], [-0.052, 0.109, 0.507], [-0.440, -0.576, -0.707], [-0.078, -0.463, -0.306], [0.284, -0.145, 0.445], [0.155, -0.317, -0.069], [0.323, 0.006, 0.377], [0.078, 0.427, -0.154], [0.317, 0.000, -0.264], [0.027, -0.409, -0.221], [0.286, -0.130, -0.285], [0.356, 0.182, -0.373], [0.146, 0.413, -0.327], [-0.181, 0.238, -0.559], [-0.238, -0.110, 0.474], [-0.409, -0.133, 0.266], [-0.562, 0.751, 0.255], [0.252, -0.058, 0.418], [-0.408, 0.259, 0.013], [-0.304, 0.091, -0.107], [0.026, -0.233, -0.493], [0.359, 0.349, -0.133], [-0.286, -0.027, -0.427], [-0.117, -0.668, 0.053], [0.340, -0.100, -0.427], [-0.536, -0.280, -0.067]]}